ORCA calculation (ωB97M-V with the def2-TZVPD basis set) on a cluster of 3 separate species, C6H13NO in total.

XYZ file:
```
21
Properties=species:S:1:pos:R:3:forces:R:3
C 1.47822 0.64043 0.18841 -0.4 0.0 -1.0
C -0.54401 0.01825 -0.59664 2.6 1.2 0.6
C 2.30825 -0.60802 0.24989 0.0 0.0 0.0
C -1.13553 1.26572 -1.18777 0.0 -0.1 0.1
C -0.75873 -0.36130 0.67943 -2.2 -0.8 -0.5
N -2.43966 -1.26596 -0.51033 0.1 -0.1 0.7
C -0.80497 -0.47306 1.97501 0.1 -0.2 -0.1
O 1.88854 1.56588 -0.76270 0.2 0.1 -0.1
H 2.13060 1.10187 -1.57489 0.0 0.0 0.1
H 1.34297 1.16699 1.12827 -0.1 0.0 0.0
H -0.13446 -0.71536 -1.28219 -0.1 0.0 0.1
H -3.21223 -0.93935 0.07410 0.0 -0.2 0.0
H -2.23527 -2.22251 -0.21454 -0.2 0.0 0.1
H 1.95771 -1.27324 1.03911 0.0 0.0 0.0
H 2.26425 -1.15967 -0.69647 0.0 0.0 0.0
H 3.36473 -0.37690 0.44275 -0.1 0.0 0.0
H -1.66110 1.85341 -0.43570 0.0 -0.1 0.0
H -1.83945 0.97857 -1.96821 0.0 0.0 0.0
H -0.34447 1.88762 -1.61238 0.0 -0.1 0.0
H -0.01866 -0.06817 2.60463 0.0 0.1 -0.1
H -1.60671 -1.01518 2.46020 0.0 0.0 0.0
```
Positions in Å, forces in eV/Å.

Calculated values
E_HOMO (spin up / spin down) = -6.428 / -7.198 eV
charge = 0
LUMO (spin up / spin down) = 0.8 / 0.8 eV
energy above the lowest of the compared OMol25 structures with the same formula, charge and spin = 679.4 kJ/mol

natural (NBO) population analysis, charges in e, atoms 1 to 6: 0.12, -0.16, -0.69, -0.64, 0.25, -0.99

---

ORCA calculation (ωB97M-V with the def2-TZVPD basis set) on a structure of composition C32H46Cl2MoO2P4.

XYZ file:
```
87
Properties=species:S:1:pos:R:3:forces:R:3
P 1.30959 1.04683 -2.07832 -1.8 0.5 -3.2
C 2.99273 1.20456 -2.84772 0.3 -0.3 1.2
C 3.33758 0.56698 -4.04264 -0.1 -0.4 -0.4
H 2.64193 -0.12921 -4.53004 0.4 0.3 0.3
C 4.55604 0.85595 -4.67465 -0.3 0.5 0.8
H 4.79930 0.38737 -5.62449 0.0 0.1 0.2
C 5.43067 1.77180 -4.06895 0.2 0.0 0.0
H 6.38411 2.01257 -4.56223 -0.5 -0.1 0.3
C 5.10925 2.38439 -2.84347 -0.2 -0.3 -0.5
H 5.79416 3.08999 -2.37793 -0.1 -0.2 -0.1
C 3.88453 2.09808 -2.24577 0.1 0.3 0.3
H 3.60221 2.60499 -1.30981 0.2 -0.2 -0.4
C 0.60887 -0.29998 -3.11388 -0.3 0.5 -0.1
C 0.95055 -1.60201 -2.78689 0.2 -1.2 0.3
H 1.55643 -1.80411 -1.88178 -0.4 0.1 -0.6
C 0.56639 -2.67854 -3.60400 -0.3 1.5 -0.3
H 0.82974 -3.68197 -3.32571 0.1 -0.3 -0.1
C -0.14626 -2.38918 -4.78808 0.3 -1.5 0.3
H -0.42616 -3.23292 -5.44448 0.1 0.6 0.4
C -0.48631 -1.09760 -5.12668 -0.1 0.8 -0.1
H -1.03301 -0.87787 -6.05198 0.3 -0.2 0.4
C -0.11975 -0.03823 -4.29160 0.1 0.0 0.2
H -0.36424 0.99004 -4.57629 0.0 -0.5 0.1
C 0.53036 2.53028 -2.87480 0.1 -0.2 0.9
C 1.09946 3.16570 -3.98287 0.2 0.1 -0.3
H 2.09339 2.89066 -4.34210 -0.4 0.1 0.2
C 0.38075 4.14544 -4.67666 -0.5 -0.3 0.7
H 0.81470 4.62600 -5.55204 -0.2 -0.1 0.2
C -0.90407 4.47840 -4.22164 -0.4 0.2 0.1
H -1.49438 5.23142 -4.77043 0.4 -0.4 0.4
C -1.46125 3.88197 -3.06581 0.6 0.0 -0.6
H -2.45277 4.16547 -2.70795 0.4 0.0 -0.2
C -0.72264 2.90795 -2.39277 -0.4 0.1 0.1
H -1.12335 2.43146 -1.48418 0.1 0.3 -0.4
Mo 0.54430 -0.58275 2.38979 1.3 2.8 3.4
C -1.41169 -1.39635 2.43209 0.0 -0.3 -0.7
C -1.94906 -1.53800 1.21431 -0.1 0.1 0.3
H -1.95145 -1.69992 3.32888 0.1 0.0 -0.2
C -1.12133 -1.08972 0.01361 -2.0 0.6 -1.8
O -1.94760 -0.05716 -0.65785 1.2 -0.9 -0.4
H -1.48185 0.22904 -1.48043 -0.5 -0.4 0.7
C 0.22499 -0.56242 0.39831 0.9 2.4 -0.2
H -1.02624 -1.98141 -0.64800 0.3 0.5 0.0
C 1.00990 0.56944 0.05675 1.5 -2.1 -3.9
Cl 0.00156 -0.72794 4.75624 0.1 0.0 -0.4
Cl 2.67855 0.35176 2.85742 -0.5 -0.2 0.0
P 1.58520 -2.67356 2.83927 1.1 -1.7 0.3
C 2.28549 -2.96540 4.50968 -0.3 0.3 0.0
H 1.47408 -3.03601 5.24257 0.2 0.0 -0.2
H 2.92517 -2.12084 4.77751 -0.1 -0.1 0.0
H 2.87833 -3.88950 4.52164 -0.2 0.2 -0.2
C 0.58497 -4.17147 2.55382 -0.2 0.2 -0.1
H 0.10875 -4.10556 1.57329 0.0 -0.1 0.0
H -0.19833 -4.23230 3.31545 0.1 0.0 -0.1
H 1.20735 -5.07240 2.59320 -0.1 0.2 0.1
C 3.04270 -2.89545 1.77632 -0.1 0.0 -0.1
H 3.72796 -2.06472 1.95564 0.0 -0.1 0.0
H 2.72693 -2.88140 0.73183 0.1 0.0 0.0
H 3.53119 -3.84885 2.00376 -0.1 0.2 -0.1
P -3.64377 -2.17235 1.08281 0.8 0.4 -0.2
C -4.12124 -2.99202 2.59967 0.0 -0.2 0.3
C -3.71931 -3.35072 -0.25788 -0.2 -0.3 -0.3
H -4.18307 -2.27472 3.42427 0.0 -0.1 -0.2
H -3.40332 -3.77487 2.86566 -0.1 0.1 -0.1
H -5.10651 -3.45622 2.47061 0.1 0.1 -0.1
H -3.25008 -2.92665 -1.15324 -0.2 -0.1 0.1
H -4.77009 -3.58462 -0.47652 0.3 0.0 0.0
H -3.20258 -4.27838 0.01830 -0.1 0.2 0.0
C -4.75511 -0.80665 0.78320 -0.4 0.2 -0.2
H -5.07803 -0.37203 1.73667 0.1 -0.1 -0.2
H -5.63648 -1.15958 0.23446 0.1 0.1 0.1
H -4.22552 -0.05065 0.19473 -0.1 -0.2 0.1
H 2.10814 0.77589 -0.31674 -1.5 -0.9 3.8
C -2.41356 1.95171 4.46379 0.2 0.1 0.1
P -0.89650 2.66524 3.79491 -0.1 0.5 -0.1
C -1.23998 4.43110 3.60811 0.0 -0.4 -0.1
C 0.33954 2.59973 5.10081 -0.1 -0.2 0.1
O -0.50523 2.05031 2.47204 0.5 -1.3 0.0
H -3.08947 1.73419 3.63758 0.0 0.1 0.0
H -2.86785 2.68302 5.13524 -0.1 -0.2 0.0
H -2.17126 1.03381 4.99960 -0.1 0.0 0.0
H -1.81340 4.76664 4.47173 0.0 0.2 0.0
H -0.29429 4.96779 3.55616 0.0 0.1 -0.1
H -1.80975 4.58815 2.69210 0.0 0.1 0.1
H 0.28607 1.62915 5.60654 0.1 0.4 -0.1
H 1.33247 2.71707 4.65842 -0.1 0.1 0.1
H 0.14183 3.41189 5.81057 0.1 -0.2 -0.1
```
Positions in Å, forces in eV/Å.

Calculated values
E_HOMO (spin up / spin down) = -13.603 / -13.732 eV
spin multiplicity = 3
charge = +2
LUMO (spin up / spin down) = -6.9 / -6.7 eV
energy above the lowest of the compared OMol25 structures with the same formula, charge and spin = 75.6 kJ/mol

Mulliken population analysis, charges in e, atoms 1 to 6: 1.19, -0.14, 0.23, 0.27, -0.81, 0.45

---

ORCA calculation (ωB97M-V with the def2-TZVPD basis set) on an isolated molecule of C5H11N3O3.

XYZ file:
```
22
Properties=species:S:1:pos:R:3:forces:R:3
N -0.23259 -2.24019 0.67098 0.1 -0.3 1.5
C 0.34806 -1.15376 -0.11053 -1.3 -1.3 -0.4
C 1.53319 -0.52806 0.57278 -1.3 2.4 -1.5
C 1.62922 0.88179 -0.17530 -0.5 -1.4 2.4
N 0.21255 1.19566 -0.21899 -0.7 3.1 -1.2
N -0.09305 2.12909 -1.32416 -0.3 -2.4 0.5
C -0.70032 0.04387 -0.17323 1.8 -0.7 -0.9
O -1.54404 -0.04011 -1.27070 -0.5 -3.1 1.2
C -1.58054 0.11006 1.07307 1.0 1.7 0.4
O -1.15244 0.75110 2.01703 -1.4 -1.3 -0.4
O -2.80194 -0.40492 0.97596 -0.5 -1.7 -0.5
H 0.45942 -3.02084 0.85306 -1.1 1.4 -0.2
H -0.45074 -1.74841 1.56969 0.3 -1.5 -0.4
H 0.40382 -1.62052 -1.11749 0.6 1.0 0.2
H 2.44303 -1.04176 0.60343 1.2 -1.0 0.0
H 1.10301 -0.36736 1.57115 0.8 0.4 0.1
H 2.29558 1.56183 0.47814 -1.2 -0.5 -1.5
H 1.84537 0.82808 -1.23477 1.5 -0.3 -0.1
H 0.55310 1.97107 -2.08726 0.2 -0.5 -0.3
H 0.07055 3.07489 -1.11125 0.0 1.2 1.2
H -1.42133 0.70593 -1.78400 0.4 2.9 -1.7
H -2.91992 -1.08743 0.22240 0.8 1.9 1.4
```
Positions in Å, forces in eV/Å.

Calculated values
E_HOMO = -9.019 eV
SMILES string = N[C@@H]1CCN(N)[C@]1(O)C(=O)O
charge = 0
LUMO = 0.8 eV
energy above the lowest of the compared OMol25 structures with the same formula, charge and spin = 153.9 kJ/mol

natural (NBO) population analysis, charges in e, atoms 1 to 6: -0.84, -0.07, -0.44, -0.22, -0.29, -0.69

---

ORCA calculation (ωB97M-V with the def2-TZVPD basis set) on a cluster of 7 separate species, C38H63I2O14P in total.

XYZ file:
```
118
Properties=species:S:1:pos:R:3:forces:R:3
C 2.98932 -2.54593 1.28255 -0.4 0.2 1.0
C 2.72412 -1.57123 2.42863 0.4 0.3 -0.4
C 2.94432 -0.10835 2.00320 -0.7 -0.8 0.0
C 1.66196 0.45169 1.35968 0.3 0.9 0.3
C 1.04398 1.52105 2.28304 -0.5 -0.7 -0.7
C 1.90960 1.04814 -0.01455 0.5 0.2 0.3
O 0.74344 1.53172 -0.65760 0.1 -0.4 0.1
C -0.06281 0.48368 -1.16803 -0.2 0.7 -0.4
C -1.48330 0.54365 -0.62477 0.8 -0.3 1.1
O -1.48800 0.52785 0.80236 0.2 0.4 -0.1
C -2.35358 1.52600 1.36480 0.7 -0.9 0.5
P -2.99780 0.97394 3.02378 -1.7 0.6 0.2
C -2.69527 -0.84212 3.16030 0.6 0.8 -0.2
C -2.10727 1.78770 4.40159 0.5 -0.9 -0.1
C -2.30225 -0.62692 -1.06881 1.8 0.4 0.6
I -1.45604 -2.51255 -0.53585 -0.2 0.2 0.0
C -3.43191 -0.59870 -1.69534 -1.5 -0.4 -1.1
C -4.21064 -1.82924 -2.05340 -0.5 0.8 0.6
I -4.29044 1.23982 -2.28860 0.0 -0.2 0.0
H 2.23357 -2.36089 0.52702 0.1 0.0 -0.5
H 3.99352 -2.37279 0.91289 0.1 -0.3 -0.3
H 2.84643 -3.56328 1.65189 0.2 -0.1 -0.3
H 1.69007 -1.69227 2.73600 -0.2 0.0 0.3
H 3.35437 -1.75614 3.29392 0.1 -0.4 0.1
H 3.80196 -0.03162 1.33495 0.2 0.0 -0.1
H 3.18842 0.42734 2.91222 0.1 0.4 0.0
H 0.93996 -0.34867 1.24202 -0.2 -0.3 0.0
H 0.53282 2.26015 1.67927 0.0 0.4 0.0
H 1.77454 1.97365 2.93501 0.1 0.2 0.2
H 0.26039 1.03414 2.84470 -0.1 0.1 0.6
H 2.44883 0.34404 -0.65638 -0.1 -0.2 -0.2
H 2.57176 1.90213 0.12411 0.0 0.3 -0.1
H 0.38965 -0.49248 -1.03087 0.1 -0.1 0.2
H -0.16754 0.67074 -2.23888 0.1 -0.3 -0.3
H -1.88720 1.49507 -0.95307 -0.3 0.0 -0.2
H -1.83614 2.48553 1.42579 0.0 0.1 0.1
H -3.22730 1.64133 0.73254 -0.2 0.0 -0.1
H -3.42044 -1.22393 3.86289 -0.1 -0.2 0.3
H -1.67678 -1.06642 3.46798 0.1 -0.2 0.1
H -2.87778 -1.28347 2.18922 0.0 -0.1 -0.2
H -2.63813 1.50502 5.30625 -0.3 0.0 0.1
H -1.08438 1.46092 4.54808 0.3 0.1 -0.1
H -2.13355 2.86482 4.34643 -0.1 0.2 -0.2
H -5.23005 -1.55578 -2.27363 -0.2 -0.1 -0.5
H -4.26670 -2.43256 -1.15642 0.1 -0.4 0.1
H -3.75992 -2.38573 -2.85997 0.0 -0.1 -0.3
O 0.73317 3.05412 5.24145 -0.1 0.1 0.1
C 0.38672 4.17574 5.47712 0.4 0.0 -0.1
C 1.20867 5.26924 6.13460 -0.4 0.2 0.3
C 0.14245 6.29348 6.51725 0.2 0.0 0.0
C -0.91833 6.05883 5.45157 -0.1 0.2 0.1
O -0.83169 4.65934 5.13996 0.1 0.0 0.0
H 1.91373 5.66481 5.40208 0.1 -0.1 0.0
H 1.74237 4.88309 6.99833 0.2 -0.1 -0.2
H 0.50155 7.32062 6.54629 0.0 0.0 -0.1
H -0.26166 6.05104 7.50140 0.0 0.0 0.0
H -0.72563 6.62800 4.53973 0.0 0.0 0.0
H -1.92310 6.28464 5.79963 -0.1 -0.2 -0.1
O -5.58988 -3.65256 -4.16804 0.0 0.0 -0.3
C -4.98813 -4.57328 -4.63799 -0.2 -0.1 0.4
C -4.00907 -5.48530 -3.92114 0.3 0.0 -0.4
C -3.29112 -6.17025 -5.08085 0.1 -0.1 0.1
C -4.36112 -6.16306 -6.16281 0.1 -0.1 0.0
O -5.12978 -4.97104 -5.92642 0.1 0.1 0.0
H -4.57311 -6.19287 -3.31195 0.0 0.1 0.1
H -3.33129 -4.90929 -3.29587 -0.2 0.0 0.2
H -2.92170 -7.16740 -4.84902 -0.1 0.0 0.0
H -2.44157 -5.56253 -5.39632 0.0 0.0 0.0
H -5.02924 -7.02412 -6.09266 0.0 0.0 0.0
H -3.94245 -6.12449 -7.16564 -0.1 0.1 0.0
O 6.73726 3.60468 -4.50760 0.1 0.0 0.2
C 5.78416 3.31176 -3.84528 0.0 -0.2 -0.4
C 4.36876 3.07430 -4.33533 -0.2 0.2 0.5
C 3.55972 3.13769 -3.04340 -0.2 -0.1 -0.1
C 4.57257 2.66124 -2.01463 -0.2 0.0 0.1
O 5.85046 3.10397 -2.50616 0.0 0.1 0.0
H 4.31518 2.08825 -4.80039 0.0 0.0 -0.1
H 4.06811 3.84229 -5.04221 0.1 -0.1 -0.2
H 2.64892 2.54195 -3.05903 0.0 0.0 0.0
H 3.27911 4.17144 -2.83611 0.0 0.0 0.0
H 4.59293 1.57242 -1.92635 0.0 0.0 0.0
H 4.39697 3.09224 -1.03169 0.2 0.0 0.0
O 1.93216 2.77851 -6.91690 0.0 -0.3 0.2
C 2.72595 2.20129 -7.60021 0.1 0.6 0.0
C 3.41134 2.75185 -8.83555 0.1 -0.6 -0.3
C 3.97118 1.48961 -9.48690 0.0 0.1 -0.1
C 4.19995 0.58783 -8.28243 0.1 -0.1 -0.1
O 3.17410 0.94871 -7.33933 -0.1 0.0 0.0
H 4.20209 3.43512 -8.52208 -0.1 0.1 0.0
H 2.69936 3.26626 -9.47421 0.0 0.2 0.2
H 4.87137 1.65454 -10.07582 0.0 0.0 0.1
H 3.21744 1.04927 -10.14160 0.0 0.0 0.0
H 5.17278 0.75685 -7.81588 0.0 0.0 0.0
H 4.10526 -0.46794 -8.52514 -0.1 0.0 0.2
O 4.39471 -9.60857 0.96256 -0.2 0.0 0.0
C 4.04518 -8.50795 1.26773 0.3 0.0 -0.2
C 4.89195 -7.42068 1.90887 -0.5 0.1 0.2
C 3.83303 -6.44301 2.40608 0.3 0.2 0.2
C 2.70468 -6.65348 1.41830 -0.1 0.1 0.0
O 2.78780 -8.03882 1.04058 0.1 0.0 0.1
H 5.53217 -6.97905 1.14401 0.1 -0.1 0.0
H 5.49640 -7.82531 2.71524 0.2 -0.1 -0.2
H 4.17169 -5.40937 2.45144 0.0 0.0 0.0
H 3.50900 -6.73401 3.40676 0.0 0.0 0.0
H 2.81601 -6.04091 0.52039 0.0 0.0 0.0
H 1.72988 -6.45736 1.85992 -0.1 -0.2 -0.1
O -4.52944 4.27030 4.17431 0.1 0.1 0.4
C -5.32296 3.52974 4.67798 0.1 -0.1 -0.6
C -6.62684 3.05405 4.07227 -0.3 0.0 0.5
C -7.36527 2.49225 5.28460 -0.1 0.0 -0.1
C -6.21430 2.04431 6.17361 -0.1 -0.1 0.1
O -5.14227 2.96046 5.89654 0.0 0.1 0.0
H -6.40373 2.28257 3.33386 0.1 0.1 -0.1
H -7.16107 3.87903 3.60922 0.2 0.0 -0.2
H -8.06242 1.69013 5.04904 0.1 0.0 0.0
H -7.92500 3.28986 5.77658 0.0 0.0 0.0
H -5.87443 1.03430 5.93418 0.0 0.0 0.0
H -6.45950 2.09166 7.23250 0.2 0.1 0.0
```
Positions in Å, forces in eV/Å.

Calculated values
E_HOMO = -7.404 eV
SMILES string = CCC[C@@H](C)COC[C@H](OCP(C)C)/C(I)=C(/C)I.O=C1CCCO1.O=C1CCCO1.O=C1CCCO1.O=C1CCCO1.O=C1CCCO1.O=C1CCCO1
charge = 0
LUMO = -0.1 eV

Mulliken population analysis, charges in e, atoms 1 to 6: -0.64, -0.64, -1.02, 2.60, -1.63, -2.03

---

ORCA calculation (ωB97M-V with the def2-TZVPD basis set) on the ion C4H9N with charge -1.

XYZ file:
```
14
Properties=species:S:1:pos:R:3:forces:R:3
C -0.02040 1.15498 -0.91626 0.1 0.3 -0.4
C 0.36741 -0.23338 -0.51731 0.1 -0.4 0.3
C 0.88750 -1.11185 -1.39011 0.1 0.0 -0.5
C -0.76254 0.03044 1.70002 0.0 0.0 0.0
N 0.24077 -0.53832 0.82036 0.1 0.3 0.3
H -1.09197 1.26466 -1.08499 -0.1 -0.1 0.4
H 0.45229 1.44565 -1.85510 0.1 -0.2 -0.1
H 0.29794 1.87465 -0.16706 -0.1 0.1 0.2
H 1.09978 -0.83708 -2.41299 -0.1 0.2 0.0
H 1.13151 -2.13492 -1.15522 0.0 -0.2 0.4
H -1.75503 -0.38955 1.51747 -0.3 0.1 -0.1
H -0.81247 1.11440 1.62273 -0.1 0.1 -0.1
H -0.53451 -0.16526 2.75282 0.2 -0.1 -0.1
H 0.49972 -1.47441 1.08561 0.0 -0.1 -0.2
```
Positions in Å, forces in eV/Å.

Calculated values
E_HOMO (spin up / spin down) = 1.455 / -4.036 eV
spin multiplicity = 2
charge = -1
LUMO (spin up / spin down) = 4.3 / 4.1 eV
energy above the lowest of the compared OMol25 structures with the same formula, charge and spin = 29.2 kJ/mol

natural (NBO) population analysis, charges in e, atoms 1 to 6: -0.74, 0.16, -0.62, -1.02, -0.63, 0.22